{
  "formula": "C39H40CrGeN2O3P2S",
  "method": "wB97M-V/def2-TZVPD",
  "elements": ["C", "C", "H", "H", "Ge", "C", "H", "H", "H", "H", "H", "C", "H", "C", "H", "H", "H", "H", "C", "H", "C", "N", "C", "H", "H", "H", "C", "C", "C", "C", "C", "H", "C", "H", "C", "C", "C", "C", "C", "H", "C", "C", "N", "H", "H", "C", "C", "S", "H", "H", "C", "H", "H", "C", "H", "C", "H", "P", "C", "P", "C", "H", "C", "Cr", "C", "H", "H", "O", "C", "C", "C", "H", "H", "C", "H", "O", "H", "C", "O", "H", "H", "H", "C", "H", "C", "C", "C", "H", "H"],
  "positions_angstrom": [[3.35743, -4.25008, 1.09670], [1.16795, 4.18393, -1.10083], [-3.09493, -3.89647, 0.04729], [-0.53400, -0.59261, -1.70373], [-2.41622, -2.26785, -1.77438], [2.50197, 0.88736, -3.60162], [-0.05382, -2.15438, -1.06113], [-2.39315, -1.18480, 5.75380], [-3.90260, -1.52031, -3.68327], [1.89132, 4.89182, -0.71474], [-2.59830, -0.35926, -3.44443], [2.23594, -0.33695, -1.54026], [2.04532, 1.80124, -1.72740], [2.48866, -3.19930, 0.85165], [4.95027, 3.35545, 0.99463], [-6.75988, 1.50410, -0.40447], [-1.69793, 2.80746, 4.31572], [-0.91931, -3.20263, -3.61732], [-1.71053, 1.73304, 4.18760], [-4.18879, -2.51139, 0.10425], [-0.82392, -1.36862, -0.98810], [-1.06095, 1.96525, 1.86566], [5.19801, -2.71227, 1.01505], [2.52115, 1.83394, -4.12725], [-4.36343, -3.71283, -1.17314], [-0.39028, 3.31110, -3.98131], [-0.68079, 2.36009, -2.08635], [4.12103, 2.77049, 1.37308], [-5.11731, 0.35530, 0.36137], [2.57887, 0.93172, 1.11517], [-0.11262, 3.29668, -2.93464], [3.91648, 3.93063, 3.16717], [-2.09373, -0.48753, 4.98483], [2.95102, -5.24658, 1.21128], [-1.62602, -3.64535, -2.91192], [2.70480, -1.50321, -3.60743], [4.71818, -4.00556, 1.17860], [-2.06575, 0.88781, 5.20965], [4.31694, -1.67476, 0.76068], [-5.74621, -0.42698, 0.76852], [-1.37625, 1.17904, 2.94984], [2.94127, -1.89296, 0.68007], [-1.34526, -0.14561, 2.73413], [2.07012, 2.54031, 4.06027], [-5.31242, 3.27601, -1.34218], [2.50544, 2.31495, 3.09412], [2.46478, -1.52391, -2.24407], [0.23217, -3.27179, 2.14943], [-1.41293, 1.66087, -2.47721], [6.25933, -2.51260, 1.08200], [3.64714, 1.69218, 0.63903], [2.88166, -2.43217, -4.13501], [4.70827, -0.67445, 0.62168], [-0.33930, 2.33944, -0.73341], [-4.01520, -0.33075, -2.38049], [-3.33205, -0.98055, -2.92399], [-2.33657, 1.29169, 6.17705], [1.84912, -0.48308, 0.23660], [3.54387, 3.08980, 2.59507], [-1.15093, 1.16066, 0.36344], [-4.87225, 2.43219, -0.82551], [1.22570, 0.63069, 2.76273], [-2.91515, 1.26315, -0.03847], [-0.42994, -0.98191, 0.91691], [2.24052, 0.86762, -2.23733], [5.40044, -4.82477, 1.36756], [-1.09284, -4.37942, -2.30380], [1.12907, -3.49102, 0.74359], [2.02633, 1.24145, 2.35821], [-3.49470, 2.35360, -0.68653], [2.73245, -0.29277, -4.28921], [2.93687, -0.27276, -5.35241], [4.12058, 1.44374, -0.29973], [-5.68438, 1.43670, -0.29812], [1.24284, 4.95206, -3.10246], [-1.10227, -3.01517, 1.50347], [-3.30845, -0.59025, 0.98483], [-1.72135, -0.95345, 3.75136], [0.70097, -1.88778, 2.52370], [-2.87754, 3.14772, -1.08906], [0.89710, 3.22987, 0.79672], [-1.74226, -2.00766, 3.52559], [-3.73923, 0.26663, 0.48238], [-2.39890, -4.16707, -3.47981], [-3.63821, -3.17414, -0.55872], [0.80722, 4.21296, -2.44121], [0.59759, 3.25113, -0.24438], [-1.30903, 2.94072, 1.93183], [2.47168, -2.47681, -1.72747]],
  "atomic_forces_ev_per_a": [[0.0430, 0.0260, -0.0053], [-0.0159, 0.0010, 0.0140], [0.0211, -0.0073, 0.0116], [0.0402, -0.0530, -0.0903], [0.1477, 0.0153, 0.0622], [-0.0337, 0.0170, 0.0124], [0.0749, -0.0217, 0.1669], [0.0033, 0.0314, -0.0157], [0.0025, 0.0336, 0.0442], [-0.0249, -0.0305, -0.0150], [-0.0269, -0.0304, 0.0061], [-0.0077, -0.0755, -0.0279], [0.0999, -0.0449, 0.0186], [-0.2890, -0.0415, 0.0149], [-0.0321, -0.0165, 0.0028], [0.0306, -0.0074, 0.0029], [0.0004, -0.0273, -0.0093], [-0.0245, -0.0229, 0.0188], [0.0040, 0.0277, -0.0577], [-0.0089, 0.0572, 0.0073], [-0.3433, 0.2696, -0.0488], [0.0680, 0.0079, -0.0143], [0.0023, -0.0494, 0.0064], [-0.0055, -0.0049, 0.0237], [0.0054, 0.0077, 0.0399], [0.0075, 0.0049, 0.0349], [-0.0067, -0.0303, -0.0471], [-0.0027, -0.0143, -0.0150], [-0.0172, -0.0138, -0.0487], [0.1072, -0.0236, 0.0086], [0.0249, -0.0360, -0.0205], [-0.0117, -0.0231, -0.0216], [-0.0153, 0.0075, 0.0390], [0.0091, 0.0172, 0.0045], [0.0372, -0.0533, -0.0672], [-0.0057, 0.0502, -0.0281], [0.0004, 0.0056, -0.0050], [-0.0379, -0.0206, 0.1039], [0.0049, 0.0114, 0.0222], [0.0184, 0.0288, -0.0108], [-0.0566, -0.0524, 0.0248], [0.1562, 0.0719, 0.0167], [0.0560, 0.0950, 0.2062], [0.0206, 0.0015, -0.0225], [0.0140, -0.0287, 0.0204], [-0.0019, -0.0279, -0.0021], [0.0256, -0.0350, 0.0032], [-0.1388, 0.3394, -0.1209], [0.0501, 0.0068, 0.0268], [-0.0188, -0.0032, -0.0163], [-0.0574, 0.0169, 0.0451], [-0.0051, 0.0302, 0.0180], [-0.0078, -0.0434, 0.0315], [-0.1229, 0.1097, 0.0044], [-0.0266, 0.0436, 0.0614], [-0.0082, 0.0460, -0.0988], [0.0106, -0.0096, -0.0246], [0.0125, -0.1696, 0.1992], [-0.0018, 0.0149, 0.0251], [0.1953, -0.2425, -0.1344], [-0.0035, -0.0014, 0.0082], [0.0834, 0.0170, -0.0468], [-0.0762, 0.0446, -0.0257], [-0.3206, -0.0515, -0.0596], [0.0153, 0.0556, 0.0336], [-0.0140, 0.0418, 0.0015], [-0.0158, 0.0287, -0.0174], [0.2334, -0.0279, -0.1038], [0.0001, -0.0381, 0.0251], [-0.0158, 0.0711, -0.0099], [0.0051, -0.0607, -0.0108], [-0.0092, 0.0019, 0.0295], [-0.0391, 0.0068, -0.1387], [-0.0182, 0.0017, -0.0227], [-0.0089, -0.0282, 0.0202], [0.3955, -0.1126, -0.0260], [0.0245, -0.0071, -0.0018], [0.0070, 0.0271, -0.2055], [-0.0526, -0.1651, 0.1460], [-0.0302, -0.0344, 0.0347], [-0.0402, 0.0100, -0.0169], [0.0325, -0.0030, 0.0084], [-0.0473, -0.0537, -0.0149], [0.0337, 0.0117, 0.0134], [-0.0645, -0.0545, 0.0145], [0.0335, 0.0136, -0.0118], [-0.0072, 0.0276, -0.0035], [-0.0281, 0.0898, 0.0243], [-0.0117, 0.0535, -0.0241]],
  "lowdin_spin": [0.000, 0.000, 0.000, 0.007, 0.003, 0.000, -0.003, 0.000, 0.000, 0.000, 0.000, -0.001, 0.000, 0.000, 0.000, 0.000, 0.000, 0.000, 0.000, 0.000, -0.028, -0.003, 0.000, 0.000, 0.000, 0.000, -0.001, 0.000, 0.000, -0.003, 0.000, 0.000, 0.000, 0.000, 0.000, 0.000, 0.000, -0.001, -0.001, 0.000, 0.000, -0.002, -0.006, 0.000, 0.000, 0.000, -0.001, 0.005, 0.000, 0.000, -0.001, 0.000, 0.000, -0.001, 0.000, 0.000, 0.000, -0.015, 0.000, -0.019, 0.000, 0.001, -0.005, 1.076, -0.001, 0.000, 0.000, 0.003, 0.000, -0.001, -0.001, 0.000, 0.000, 0.000, 0.000, 0.004, 0.000, -0.001, 0.000, 0.000, 0.000, 0.000, -0.001, 0.000, 0.001, -0.001, -0.001, 0.000, 0.000],
  "spin_multiplicity": 2,
  "charge": 1,
  "fmax_ev_per_a": 0.44,
  "de_lowest_kj_mol": 40.2,
  "e_lumo_ha": [-0.0927, -0.0869],
  "homo_lumo_gap_ev": [8.8, 8.4],
  "e_tot_ha": -6047.4983,
  "mol_weight_g_mol": 803.38
}

=====

{
  "formula": "C39H40F3N3O3PPtSe",
  "method": "wB97M-V/def2-TZVPD",
  "elements": ["H", "C", "H", "C", "H", "C", "H", "O", "C", "H", "H", "C", "H", "C", "H", "H", "C", "H", "C", "C", "C", "C", "C", "O", "Pt", "N", "H", "H", "C", "C", "H", "C", "F", "H", "H", "C", "C", "C", "C", "H", "H", "C", "H", "C", "P", "H", "C", "H", "H", "C", "C", "C", "C", "C", "C", "H", "H", "C", "C", "Se", "H", "H", "C", "H", "H", "F", "N", "N", "C", "H", "C", "C", "H", "C", "C", "C", "H", "H", "H", "H", "H", "H", "C", "C", "F", "H", "H", "H", "H", "H", "O"],
  "positions_angstrom": [[4.76593, 5.25772, -0.50011], [-1.04934, -4.76052, -0.15057], [3.38654, 1.77412, -4.81180], [-0.47561, -3.94708, 0.83092], [-0.30792, -5.04561, -2.15422], [3.15669, 3.85476, -0.27872], [2.32979, 3.23284, 2.34854], [0.11681, -1.11272, -2.18007], [-2.39411, -7.64232, 1.95507], [0.98052, -3.06258, 3.04634], [-2.10358, -0.35642, 1.45375], [3.24564, 0.64979, -0.41908], [-2.11648, -6.57660, -0.52631], [-3.18623, -0.50364, 1.44494], [5.06503, -0.37966, -0.89798], [3.12548, 1.04926, -1.42088], [1.79245, 3.61394, -0.41768], [-3.37338, -2.05273, -0.82362], [0.97818, 4.65475, -0.87659], [2.45607, 0.40485, 1.83743], [-1.07018, 2.88755, 2.02634], [-0.44696, 3.99855, 4.12484], [2.03666, -2.38954, -3.42930], [1.50723, 3.05395, -3.55847], [-0.70904, 1.66936, -1.42787], [1.92654, -0.93582, -3.49319], [-4.77962, 3.12735, 0.32765], [-1.25550, -5.76478, 3.57807], [2.69652, 1.16258, -4.25115], [-3.74843, -0.11219, 0.07505], [3.81304, 3.07433, 0.07848], [1.62753, 1.84462, -3.51784], [-3.22555, 2.08041, -3.04324], [2.08928, -2.71349, -2.39072], [-3.89692, 1.60755, -1.22280], [3.55331, -0.39595, 2.13120], [-1.20046, -5.48789, 2.52874], [-3.13894, -0.99574, -1.00983], [3.69823, 5.09604, -0.60627], [-2.05507, -0.89720, -1.02148], [-0.65301, -2.46721, 3.31347], [-1.67550, -5.94141, 0.23938], [-1.99009, -4.51749, -2.07157], [1.27995, 3.29268, 2.61414], [0.91886, 2.08410, 0.17476], [3.29998, 7.09021, -1.28758], [0.33583, 2.74119, 1.73879], [-4.83463, -0.27185, 0.07818], [1.68338, 4.33825, 4.44217], [1.51546, 5.89213, -1.18904], [-1.40028, 3.51434, 3.28018], [2.31031, 0.96390, 0.56797], [4.33803, -0.15537, -0.12541], [-1.74609, -6.33333, 1.57080], [-0.04496, -3.37653, 3.25806], [-0.06333, -3.86652, 4.23183], [-0.69003, -3.35766, -1.77865], [4.50490, -0.66355, 1.15625], [0.92784, 3.91061, 3.79313], [0.47638, -2.36804, 0.33906], [2.93295, -2.69727, -3.96220], [-3.51291, -0.73209, -2.00305], [-3.56122, 1.40482, -0.21382], [-5.13577, 1.66299, 1.27845], [-2.41805, -7.76559, 3.03815], [-1.90228, 0.53267, -3.80549], [-2.19089, 1.92783, -0.01783], [0.77152, 1.02721, -2.76994], [-1.00451, -4.39221, -1.61888], [-3.41867, -7.69913, 1.58162], [-1.88760, 1.73352, -3.11142], [-2.13234, 2.47099, 1.20203], [1.15946, -2.85745, -3.87618], [2.80942, -0.16699, -4.19734], [-4.34671, 2.23282, 0.78501], [2.87994, 6.11730, -1.05364], [-3.62080, 0.08823, 2.25753], [-3.38151, -1.56360, 1.64434], [-0.07955, 4.47947, -1.00122], [5.37725, -1.26193, 1.39315], [-1.84291, -8.48479, 1.52993], [1.71006, 0.61435, 2.59421], [0.88779, -0.34711, -2.76480], [-0.57780, -4.29131, 2.18365], [-1.37823, 2.63740, -4.01414], [0.86782, 6.68220, -1.55242], [3.59178, -0.70970, -4.71282], [-2.44479, 3.60901, 3.54096], [3.66613, -0.81060, 3.12745], [-0.74410, 4.47015, 5.05471], [-3.38068, 2.61850, 1.76053]],
  "atomic_forces_ev_per_a": [[-0.0549, -0.0062, 0.0051], [-0.0431, -0.0651, -0.2102], [-0.0135, -0.0172, 0.0070], [-0.0499, -0.0249, -0.0260], [-0.0135, 0.0437, 0.0214], [-0.1121, 0.0220, -0.1323], [0.0112, -0.0011, -0.0046], [0.1885, 0.4824, -0.0638], [0.0670, 0.1208, -0.0619], [-0.0113, -0.0272, 0.0423], [0.0011, -0.0094, 0.0195], [-0.0227, -0.0735, -0.0579], [0.0217, 0.0514, 0.0326], [-0.1376, -0.0342, -0.0230], [-0.0327, 0.0261, 0.0135], [0.0573, 0.0148, 0.0563], [0.1292, 0.0057, 0.0364], [0.0064, 0.1367, 0.0127], [0.2030, -0.1009, -0.0319], [0.0131, 0.0181, -0.0919], [0.0575, -0.0183, 0.0054], [0.0216, -0.0308, -0.0748], [-0.1288, 0.2374, 0.0564], [-0.0554, 0.1310, 0.1914], [0.3819, -0.2915, 0.1924], [0.0783, 0.0409, 0.1188], [0.0359, 0.0559, 0.0370], [-0.0118, 0.0217, -0.0327], [0.0154, 0.0406, 0.0745], [0.4489, 0.1013, 0.0117], [0.0566, -0.0414, 0.0442], [-0.3045, -0.2048, 0.0503], [0.2776, -0.0179, -0.0985], [0.0368, -0.0129, 0.0140], [0.0544, -0.0325, 0.0014], [-0.0357, -0.0470, 0.0055], [0.0515, 0.0270, -0.0194], [-0.1496, -0.0542, 0.0100], [0.0340, -0.1313, 0.0806], [0.1305, 0.0410, -0.0904], [0.0662, -0.0327, -0.0129], [0.0007, 0.0489, -0.0008], [0.0241, 0.0102, 0.0076], [-0.0916, -0.0325, 0.0890], [0.0225, 0.9111, -0.0262], [-0.0268, -0.0743, -0.0328], [-0.1622, -0.2187, -0.1141], [-0.0147, 0.0510, -0.0053], [-0.0299, -0.0593, -0.0382], [-0.0524, -0.0703, 0.0037], [-0.0011, 0.0078, -0.0538], [-0.1195, -0.1801, 0.0012], [-0.0360, 0.0101, -0.0182], [-0.0243, -0.0330, 0.0016], [-0.0476, -0.0278, -0.1257], [-0.0065, 0.0085, -0.0084], [-0.0688, -0.0826, -0.0378], [-0.0177, 0.0221, -0.0018], [0.0513, 0.0297, 0.0121], [0.0909, 0.1276, 0.2013], [0.0405, 0.0251, -0.0363], [0.0600, -0.0047, 0.0486], [-0.0293, -0.2686, 0.1922], [0.0255, 0.0546, 0.0579], [-0.0078, -0.0020, -0.0194], [-0.1126, 0.4158, 0.1190], [-0.0344, -0.1475, -0.2752], [0.2353, -0.5554, 0.2225], [0.0660, -0.0211, 0.1883], [0.0102, -0.0057, 0.0180], [-0.1538, -0.1646, -0.4889], [-0.0636, 0.0168, 0.0242], [0.0114, 0.0015, -0.0369], [-0.0132, -0.1495, -0.0590], [0.0233, 0.1313, -0.0283], [-0.0019, 0.0882, 0.0107], [0.0567, -0.0827, -0.0590], [0.0319, 0.1008, -0.0083], [-0.1576, -0.0281, -0.0273], [-0.0665, -0.0308, -0.0102], [-0.0276, 0.0001, 0.0290], [0.0496, 0.0159, 0.0238], [-0.2868, 0.1713, -0.2189], [-0.0113, 0.0060, 0.1227], [-0.2355, -0.3098, 0.2234], [0.0184, -0.0504, 0.0269], [0.0011, -0.0076, -0.0072], [0.0395, 0.0026, 0.0031], [-0.0190, 0.0363, -0.0546], [-0.0326, -0.0090, -0.0144], [-0.1749, -0.0207, 0.0720]],
  "lowdin_spin": [0.000, 0.014, 0.000, 0.062, 0.000, 0.004, -0.003, 0.048, 0.001, 0.016, 0.000, 0.000, 0.000, 0.000, 0.000, 0.000, 0.013, 0.000, 0.003, 0.009, 0.125, 0.035, 0.000, 0.000, 0.011, 0.002, 0.002, 0.000, 0.002, 0.007, 0.000, 0.001, 0.000, 0.000, 0.001, 0.005, 0.000, 0.003, 0.001, 0.003, 0.002, -0.001, 0.002, 0.004, 0.035, 0.000, 0.156, 0.001, 0.011, 0.000, 0.065, 0.008, 0.001, 0.007, 0.027, 0.002, 0.016, 0.000, 0.137, 0.732, 0.000, 0.000, 0.010, 0.001, 0.000, 0.000, 0.140, 0.004, 0.022, 0.000, 0.001, 0.169, 0.000, 0.000, 0.004, 0.003, 0.000, 0.000, 0.001, 0.000, 0.000, 0.002, 0.004, 0.021, 0.001, 0.000, 0.000, 0.004, 0.000, -0.001, 0.043],
  "spin_multiplicity": 3,
  "charge": -1,
  "fmax_ev_per_a": 0.91,
  "de_lowest_kj_mol": 17.1,
  "e_lumo_ha": [0.0862, 0.0348],
  "homo_lumo_gap_ev": [4.7, 6.2],
  "e_tot_ha": -5061.9692,
  "mol_weight_g_mol": 960.77
}